[1]
This record from the Open Molecules 2025 dataset describes a cluster of 3 separate species, C31H47FNO9PS in total. The level of theory is ωB97M-V/def2-TZVPD.

The geometry in ORCA input format:
```
! RIJCOSX wB97M-V def2-TZVPD def2/J DEFGRID3
* xyz 0 1
C 5.35751 1.04220 2.60572
C 5.66354 2.45174 2.16344
O 6.59344 3.07045 2.59415
O 4.92012 2.95631 1.13955
C 3.49311 2.95520 1.23923
C 2.85067 2.87208 -0.14950
C 3.74206 2.34812 -1.28004
C 4.35724 0.95567 -1.13408
C 3.37477 -0.20692 -1.29070
C 2.47014 -0.45449 -0.06667
C 0.98707 -0.57451 -0.34036
C 0.41437 0.24562 -1.30297
C -0.92867 0.22194 -1.64388
C -1.39295 1.18529 -2.70593
C -2.37516 2.29208 -2.27683
O -2.18850 3.44098 -3.09793
C -2.27502 2.64415 -0.79492
N -3.07082 3.80374 -0.40669
C -1.74239 -0.68046 -0.95755
C -1.19666 -1.50281 0.04652
C 0.16856 -1.45542 0.36914
C 0.76117 -2.31337 1.45745
C 1.29893 -3.64461 0.92832
F 0.52910 -4.13114 -0.11768
C -2.12913 -2.40196 0.79379
O -1.77735 -3.33304 1.48614
C -3.57933 -2.09694 0.71495
C -4.09666 -1.33541 -0.24837
P -5.85895 -1.05729 -0.40332
O -6.05220 0.52050 -0.57530
O -6.46120 -1.40518 1.03406
S -6.66315 -2.08605 -1.80386
C -3.19678 -0.74743 -1.28506
O -3.64816 -0.31473 -2.32149
H 6.07349 0.38150 2.11568
H 5.52576 0.97494 3.67875
H 4.35669 0.69429 2.37086
H 3.13602 2.15949 1.89388
H 3.21146 3.89619 1.71586
H 2.53110 3.87909 -0.42444
H 1.94265 2.26904 -0.09756
H 3.11921 2.31289 -2.18141
H 4.51985 3.08353 -1.48753
H 4.90535 0.84705 -0.19694
H 5.10092 0.84904 -1.92813
H 2.81239 -0.07500 -2.21443
H 3.97027 -1.10445 -1.43974
H 2.60898 0.35025 0.66130
H 2.81992 -1.35965 0.42569
H 1.05090 0.93955 -1.83886
H -0.51768 1.67610 -3.13245
H -1.87188 0.62723 -3.50906
H -3.39279 1.96456 -2.49118
H -1.39270 3.89400 -2.79865
H -2.58075 1.78405 -0.19274
H -1.22458 2.82439 -0.53805
H -3.81286 3.98336 -1.06773
H -2.51542 4.63866 -0.31746
H 0.04397 -2.49417 2.24908
H 1.60104 -1.78245 1.90992
H 2.31902 -3.53657 0.55174
H 1.30677 -4.39347 1.72138
H -4.19557 -2.57937 1.46467
H -5.58693 1.06070 0.07865
H -7.01068 -0.68486 1.37736
C -7.46311 0.07797 5.08106
C -6.89643 1.49038 5.16744
C -6.85275 1.89010 3.70008
O -7.93801 1.21503 3.05954
C -8.46662 0.22042 3.94798
H -7.92217 -0.27027 6.00437
H -6.67574 -0.62698 4.80477
H -7.57610 2.14307 5.71848
H -5.91788 1.53828 5.64198
H -5.91357 1.56189 3.23818
H -6.95455 2.96441 3.54802
H -9.44020 0.55298 4.31988
H -8.61214 -0.70827 3.39425
C 6.16479 -4.28003 -3.23279
C 7.17872 -3.20506 -3.62334
C 6.30782 -2.23488 -4.41208
O 5.00117 -2.31486 -3.83839
C 4.92223 -3.44133 -2.96576
H 6.46486 -4.87263 -2.37005
H 5.98966 -4.95891 -4.06952
H 7.57483 -2.71833 -2.72942
H 8.01773 -3.58346 -4.20473
H 6.25065 -2.52008 -5.46765
H 6.65399 -1.20233 -4.35273
H 4.90713 -3.08310 -1.92902
H 3.99309 -3.97829 -3.15836
*
```

Results
Structure (SMILES): CC(=O)OCCCCCCc1cc(C[C@H](O)CN)c2c(c1CCF)C(=O)C=C(P(O)(O)=S)C2=O.C1CCOC1.C1CCOC1
HOMO-LUMO gap, eV: 7.26
Strongest force on any atom, eV Å⁻¹: 1.8
Electronic energy, eV: -75669.307
HOMO level, eV: -8.68

=====

[2]
This record from the Open Molecules 2025 dataset describes a cluster of 2 separate species, C3H4NO in total. The level of theory is ωB97M-V/def2-TZVPD.

The geometry in ORCA input format:
```
! RIJCOSX wB97M-V def2-TZVPD def2/J DEFGRID3
* xyz 1 1
C -0.63007 -0.82158 -0.15521
C -3.72350 -0.00065 0.03783
C 1.08033 0.83407 0.03407
N 0.20983 -0.02003 0.11823
O -4.82235 0.12334 -0.15779
H -1.66620 -0.47565 -0.01867
H -0.31725 -1.80158 -0.46520
H 0.86185 1.57815 -0.82510
H 1.56890 1.24244 0.95888
*
```

Results
Relative energy (zero: lowest compared OMol25 entry of this formula, charge and spin), eV: 1.2238
HOMO-LUMO gap, eV: 11.61
Strongest force on any atom, eV Å⁻¹: 4.6
Electronic energy, eV: -6703.446
HOMO level, eV: -17.09

=====

[3]
This record from the Open Molecules 2025 dataset describes a cluster of 9 separate species, C6H30O12 in total. The level of theory is ωB97M-V/def2-TZVPD.

The geometry in ORCA input format:
```
! RIJCOSX wB97M-V def2-TZVPD def2/J DEFGRID3
* xyz -1 2
O -0.27908 -2.76437 15.85263
H 0.22667 -1.95194 15.83197
H -0.96782 -2.63495 15.20063
O 2.40841 1.20857 12.60709
H 1.50023 1.06272 12.34217
H 2.34335 1.67342 13.44130
O 1.31979 -0.52942 15.60195
H 1.97386 0.16939 15.61125
H 0.50645 -0.09348 15.34762
O 3.09672 -2.75806 14.77623
H 3.54447 -1.94760 15.01894
H 2.17609 -2.59411 14.98069
O -1.35996 0.30333 15.54021
H -1.41086 0.67725 14.66054
H -2.05323 -0.35635 15.56106
O 4.63330 -0.63636 15.48805
H 4.62178 0.20926 15.03969
H 4.42417 -0.42808 16.39861
C -0.88174 3.04618 12.24812
C -1.65797 4.40164 12.32467
O -2.98458 4.16366 12.64696
O -1.01324 2.14580 13.41179
H 0.12019 3.19300 11.84479
H -1.35011 2.58516 11.37853
H -1.56268 5.00644 11.42288
H -1.27502 5.00338 13.14890
H -3.00330 3.89519 13.56847
H -0.33767 2.43566 14.02919
C 2.46040 -1.72545 18.30795
C 2.58077 -0.26277 18.61063
O 3.56807 0.34073 17.86963
O 3.49119 -2.60524 18.85114
H 2.41722 -1.80047 17.22138
H 1.50089 -2.09791 18.66672
H 2.84103 -0.18639 19.66635
H 1.64793 0.26262 18.40597
H 3.80199 1.12037 18.37858
H 4.20932 -2.66257 18.21664
C -1.80493 1.97898 18.44412
C -1.19213 3.30707 18.63106
O -0.65898 3.83975 17.38058
O -0.94896 0.92361 18.16383
H -2.50418 2.07050 17.61298
H -2.36289 1.61290 19.30596
H -0.45702 3.33296 19.43545
H -1.86375 4.10146 18.95658
H -0.29936 4.70605 17.58499
H -0.97078 0.74993 17.21992
*
```

Results
Relative energy (zero: lowest compared OMol25 entry of this formula, charge and spin), eV: 0.0000
HOMO-LUMO gap (alpha / beta), eV: 2.96 / 10.02
Strongest force on any atom, eV Å⁻¹: 2.5
Electronic energy, eV: -31276.763
HOMO level (alpha / beta), eV: -0.19 / -7.38

=====

[4]
This record from the Open Molecules 2025 dataset describes a cluster of 2 separate species, BrClFNO in total. The level of theory is ωB97M-V/def2-TZVPD.

The geometry in ORCA input format:
```
! RIJCOSX wB97M-V def2-TZVPD def2/J DEFGRID3
* xyz 0 1
Cl 2.50349 1.41444 0.45052
Br 3.42584 -0.33616 -0.32570
O -2.95833 -0.51776 -0.38525
N -1.82785 -0.27352 -0.55279
F -1.14315 -0.28700 0.81323
*
```

Results
Relative energy (zero: lowest compared OMol25 entry of this formula, charge and spin), eV: 0.1022
Structure (SMILES): ClBr.O=NF
HOMO-LUMO gap, eV: 9.22
Strongest force on any atom, eV Å⁻¹: 4.3
Electronic energy, eV: -88816.389
HOMO level, eV: -10.49

=====

[5]
This record from the Open Molecules 2025 dataset describes a cluster of 2 separate species, C4H12NO2 in total. The level of theory is ωB97M-V/def2-TZVPD.

The geometry in ORCA input format:
```
! RIJCOSX wB97M-V def2-TZVPD def2/J DEFGRID3
* xyz -1 1
C 0.90166 -1.46778 -0.92594
O 0.80360 -1.81646 -2.20630
C 0.03017 -0.38218 -0.29529
C 0.46664 0.07064 0.99950
C 0.35625 -0.82681 2.26271
N -0.03022 0.72951 -1.25400
H 0.78430 -2.40344 -0.12591
H 1.90978 -1.14861 -0.64963
H -0.91674 -0.88135 -0.13429
H 1.60434 0.21696 0.93332
H 0.08502 1.14083 1.27833
H 1.33808 -1.35306 2.49927
H -0.47486 -1.59115 2.14714
H -0.15191 -0.14132 2.95741
H 0.70885 1.36327 -1.18302
H 0.05729 0.30893 -2.21359
H -2.79534 2.04306 -1.39818
H -2.04353 3.18511 -0.97384
O -2.63337 2.95386 -1.71768
*
```

Results
Relative energy (zero: lowest compared OMol25 entry of this formula, charge and spin), eV: 1.8411
HOMO-LUMO gap, eV: 6.27
Strongest force on any atom, eV Å⁻¹: 4.7
Electronic energy, eV: -9926.383
HOMO level, eV: -2.54

=====

[6]
This record from the Open Molecules 2025 dataset describes a structure of composition C6H12O2. The level of theory is ωB97M-V/def2-TZVPD.

The geometry in ORCA input format:
```
! RIJCOSX wB97M-V def2-TZVPD def2/J DEFGRID3
* xyz 0 1
C -0.82689 -0.10338 0.13930
C 1.32809 -0.44271 -0.08216
C 0.88946 0.86852 -0.37029
C -0.24063 1.22704 0.54228
C -1.20053 -1.07428 1.23135
C -1.75070 -0.12956 -1.05018
O 1.89036 -1.18730 -1.06879
O 2.55254 1.53592 0.15134
H 2.60533 -1.72033 -0.69702
H 3.11946 1.58210 -0.63285
H 1.53926 -0.74636 0.93759
H 0.80909 1.14530 -1.41490
H -0.78455 2.11989 0.23649
H 0.05633 1.31001 1.58783
H -1.25807 -2.10144 0.86008
H -2.19387 -0.82465 1.63360
H -0.50085 -1.05304 2.06901
H -2.77871 0.11426 -0.74300
H -1.78090 -1.11928 -1.51498
H -1.47424 0.59927 -1.81472
*
```

Results
Relative energy (zero: lowest compared OMol25 entry of this formula, charge and spin), eV: 4.8649
HOMO-LUMO gap, eV: 7.95
Strongest force on any atom, eV Å⁻¹: 3.7
Electronic energy, eV: -10507.442
HOMO level, eV: -7.28

=====

[7]
This record from the Open Molecules 2025 dataset describes a structure of composition C41H49N2OP2RhSSi. The level of theory is ωB97M-V/def2-TZVPD.

The geometry in ORCA input format:
```
! RIJCOSX wB97M-V def2-TZVPD def2/J DEFGRID3
* xyz 2 5
Rh 0.54678 -1.11067 0.37348
O 1.41708 -1.93300 -1.80310
C 2.15219 -3.15522 -1.97835
C 3.57622 -3.05514 -1.44300
C 3.63985 -2.49309 -0.01530
C 2.79422 -3.30212 0.92846
C 3.29269 -4.55940 1.37967
C 2.49489 -5.38646 2.18608
C 1.24733 -4.98285 2.53063
C 0.71816 -3.65461 2.07940
N 1.61952 -2.85436 1.24874
H 1.92833 -1.19969 -2.16882
H 2.15657 -3.42308 -3.03682
H 1.58244 -3.91577 -1.44651
H 4.18186 -2.42989 -2.10495
H 4.02403 -4.05274 -1.47433
H 3.27560 -1.46455 -0.00160
H 4.67314 -2.49256 0.33604
H 4.29028 -4.85960 1.08921
H 2.86958 -6.34608 2.51644
H 0.58405 -5.60248 3.12037
H 0.48063 -3.04842 2.96762
C 1.50413 6.65782 -1.50375
S 0.69665 6.08377 -0.02659
C -0.85732 5.46895 -0.68643
C -0.77859 3.97288 -1.02925
C -0.65772 3.13086 0.23689
N -0.33033 1.74729 -0.03517
P 1.23020 1.08683 -0.25617
C 2.33665 2.30165 0.53638
C 2.83000 2.02922 1.80697
C 3.62904 2.95632 2.47552
C 3.95968 4.15600 1.86840
C 3.49991 4.42905 0.58370
C 2.68616 3.51324 -0.07757
C 1.64337 1.27062 -2.01845
C 2.97939 1.20981 -2.42419
C 3.29942 1.16451 -3.77490
C 2.29038 1.17413 -4.72950
C 0.96066 1.22214 -4.33307
C 0.63713 1.26040 -2.98346
P -1.33457 0.36390 0.22500
C -3.01622 1.00846 0.00007
C -3.50556 1.08544 -1.30615
C -4.76816 1.60039 -1.55320
C -5.55728 2.02989 -0.49254
C -5.08171 1.94772 0.80897
C -3.81318 1.44036 1.05883
C -1.24004 0.06565 2.03565
C -0.31365 0.72953 2.83917
C -0.15283 0.37708 4.17501
C -0.91385 -0.64475 4.71926
C -1.84596 -1.31222 3.92888
C -2.00506 -0.96422 2.59952
H 2.50097 7.00217 -1.24206
H 0.91590 7.48691 -1.90674
H 1.54580 5.85204 -2.23995
H -1.09504 6.07592 -1.56071
H -1.59835 5.65032 0.09608
H 0.05946 3.78270 -1.70392
H -1.68934 3.70888 -1.57057
H -1.59853 3.16912 0.79085
H 0.10915 3.56031 0.89541
H 2.60245 1.07643 2.27295
H 4.00767 2.72671 3.46342
H 4.59696 4.86657 2.37889
H 3.81899 5.33624 0.08400
H 2.38314 3.69990 -1.10294
H 3.77479 1.19932 -1.68589
H 4.33697 1.12277 -4.08130
H 2.54070 1.13766 -5.78210
H 0.17386 1.21631 -5.07706
H -0.40139 1.27174 -2.67679
H -2.90431 0.71365 -2.13063
H -5.14669 1.64682 -2.56648
H -6.55070 2.41686 -0.68061
H -5.70215 2.27249 1.63465
H -3.45310 1.37352 2.07804
H 0.25870 1.55193 2.43409
H 0.56203 0.90901 4.79107
H -0.79173 -0.91809 5.75958
H -2.44957 -2.10516 4.35295
H -2.72405 -1.49888 1.98940
C -2.79984 -5.43954 -1.59589
Si -3.14401 -4.21137 -0.24173
C -3.68258 -2.56809 -0.94601
C -4.38290 -4.84585 0.99799
C -1.54649 -3.93675 0.67509
C -0.52871 -3.82075 1.31368
H -3.71585 -5.67354 -2.14483
H -2.40705 -6.37324 -1.18708
H -2.06976 -5.04807 -2.30830
H -4.65844 -2.67640 -1.42845
H -2.97382 -2.20310 -1.69446
H -3.78724 -1.80452 -0.16933
H -5.22612 -5.31953 0.48801
H -4.78090 -4.03608 1.61502
H -3.93507 -5.58827 1.66143
*
```

Results
HOMO-LUMO gap (alpha / beta), eV: 7.31 / 3.70
Strongest force on any atom, eV Å⁻¹: 0.7
Electronic energy, eV: -88623.254
HOMO level (alpha / beta), eV: -11.71 / -13.09